DFT (the ωB97M-V functional and the def2-TZVPD basis) results for C34H42CeP as an isolated structure at a distorted geometry.

XYZ file:
```
78
Properties=species:S:1:pos:R:3
C 0.75228 -2.38510 -0.51293
C 1.64638 -1.57880 -1.31103
C 1.08268 -1.46780 -2.62563
C -0.16522 -2.19070 -2.65193
C -0.35652 -2.77180 -1.35343
Ce -0.34042 -0.38790 -0.97783
C -2.64442 0.80730 -1.35683
C -2.34392 0.44140 -0.04003
H -2.11432 1.24580 0.66877
C -2.09292 -0.92490 0.34077
H -2.72872 -1.70120 -0.10303
H -1.85192 -1.10830 1.39477
C -2.78132 2.27240 -1.69673
H -2.18282 2.90000 -1.01773
H -2.45262 2.47850 -2.72873
H -3.84522 2.57380 -1.61493
C -3.31072 -0.14400 -2.33083
H -3.18452 -1.20310 -2.05673
H -4.39882 0.07210 -2.35873
H -2.93362 -0.00190 -3.35743
C 2.97798 -1.03020 -0.87893
H 2.97648 -0.76280 0.18937
H 3.77858 -1.77560 -1.04593
H 3.23218 -0.12300 -1.45033
C 1.79218 -0.87990 -3.81093
H 2.31098 0.05630 -3.55233
H 2.54468 -1.60520 -4.17583
H 1.10038 -0.65950 -4.63643
C -1.00122 -2.46000 -3.87233
H -0.99942 -1.60300 -4.56523
H -0.60892 -3.33330 -4.42853
H -2.04832 -2.68040 -3.60933
C -1.42712 -3.76260 -0.99533
H -2.38612 -3.53140 -1.48883
H -1.12382 -4.77470 -1.32453
H -1.60082 -3.80150 0.09117
C 0.99838 -2.82480 0.90467
H 0.05328 -3.06370 1.41857
H 1.63678 -3.72850 0.93147
H 1.50388 -2.03510 1.48367
C 0.05578 1.26960 -2.37673
C 0.71688 2.43890 -1.92563
C -0.23302 1.21650 -3.76203
C 1.06508 3.48200 -2.80073
H 0.96668 2.54520 -0.86443
C 0.10788 2.25050 -4.64613
H -0.73952 0.33490 -4.17513
C 0.76328 3.39450 -4.16673
H 1.57468 4.37000 -2.40813
H -0.13672 2.16150 -5.71143
H 1.03428 4.20690 -4.85013
C 2.12198 1.34930 0.96767
P 0.72538 0.69340 1.92267
C -0.79492 0.29600 2.83117
C -1.76382 1.30110 3.02417
C -2.90022 1.06580 3.80337
C -3.06912 -0.16060 4.44037
C -2.08832 -1.14860 4.31847
C -0.94522 -0.91960 3.53797
C 1.81068 0.99070 3.34407
C 2.30438 -0.13410 4.02307
C 3.12928 0.01310 5.13747
C 3.46478 1.28900 5.58897
C 2.96938 2.41910 4.92567
C 2.14068 2.27480 3.80707
H 1.96858 1.07180 -0.06573
H 3.11368 0.96280 1.28537
H 2.16718 2.45300 1.06887
H -1.64012 2.27650 2.56897
H -3.64572 1.84380 3.92207
H -3.95002 -0.33840 5.04627
H -2.21242 -2.08980 4.83777
H -0.19482 -1.69130 3.47257
H 2.05818 -1.13310 3.68817
H 3.50518 -0.86460 5.64837
H 4.10388 1.40060 6.45447
H 3.22728 3.40680 5.28397
H 1.75528 3.15540 3.31007
```

Charge: +1
Highest occupied orbital energy (alpha / beta) (eV): -10.296 / -10.296
Orbital gap (alpha / beta) (eV): 6.3 / 6.3
E (Ha): -2136.73431
Lowest unoccupied orbital energy (alpha / beta) (eV): -3.96 / -3.96



DFT (the ωB97M-V functional and the def2-TZVPD basis) results for one molecule with the formula C3H9NOS at a distorted geometry.

XYZ file:
```
15
Properties=species:S:1:pos:R:3
N 1.94932 -0.87010 0.23180
C 1.38895 0.28823 -0.47583
C 0.20148 1.01241 0.25370
O -0.97816 0.92299 -0.54872
C -1.98901 0.13065 0.02782
S -1.56651 -1.64706 0.26911
H 1.93156 -0.63387 1.21234
H 1.38680 -1.68867 0.07721
H 1.02022 0.00030 -1.46480
H 2.19273 1.02521 -0.60459
H 0.46560 2.07992 0.31176
H 0.06197 0.66711 1.28571
H -2.82892 0.16345 -0.67190
H -2.31576 0.57440 0.97695
H -0.92026 -2.02497 -0.88055
```

Charge: 0
Highest occupied orbital energy (eV): -8.975
ΔE to the lowest compared entry with this formula, charge and spin (kJ/mol): 145.9
Orbital gap (eV): 9.8
E (Ha): -647.84253
Lowest unoccupied orbital energy (eV): 0.81



DFT (the ωB97M-V functional and the def2-TZVPD basis) results for C23H26GeN3SeV as an isolated structure.

XYZ file:
```
55
Properties=species:S:1:pos:R:3
V 0.36730 -0.23475 0.24951
C 3.76737 1.79171 -1.68252
C 2.98735 0.77202 -1.13403
N 1.71880 0.94670 -0.79619
C 1.13549 2.17401 -0.98691
C 1.85576 3.25155 -1.53097
C 3.20565 3.02889 -1.87224
C 1.18723 4.48514 -1.71815
C -0.13273 4.59847 -1.39109
C -0.86408 3.49993 -0.88934
C -0.25327 2.28667 -0.70356
N -0.84567 1.06923 -0.29007
C -2.04777 0.54438 -0.82284
C -3.23942 1.19621 -1.01152
C -4.32893 0.53614 -1.62046
C -4.23118 -0.75696 -2.04537
C -3.02436 -1.47107 -1.85344
C -2.81824 -2.79721 -2.28699
C -1.60766 -3.40857 -2.08038
C -0.59833 -2.70302 -1.42241
N -0.75756 -1.45764 -1.00208
C -1.95530 -0.82171 -1.21110
H 4.79545 1.58979 -1.94404
H 3.41263 -0.21012 -0.96303
H 3.78644 3.83945 -2.29421
H 1.73250 5.32622 -2.12479
H -0.64431 5.54122 -1.52593
H -1.90865 3.63794 -0.65821
H -3.36621 2.22106 -0.69931
H -5.25194 1.08211 -1.75722
H -5.06439 -1.24633 -2.53164
H -3.62114 -3.32005 -2.79142
H -1.41915 -4.41920 -2.41094
H 0.36223 -3.16798 -1.23226
C -2.55302 -0.86077 2.98771
Ge -1.40509 -2.15890 3.89920
C -2.05278 -2.69286 5.65320
C -1.03807 -3.68256 2.72331
C 0.32544 -1.19166 4.19944
Se 1.29518 -0.83594 2.53332
C 2.37666 -2.42906 2.24657
H -3.50694 -1.32103 2.73013
H -2.10054 -0.49843 2.05818
H -2.75417 0.00118 3.62313
H -3.01810 -3.19087 5.56763
H -2.17699 -1.82553 6.30051
H -1.35655 -3.38343 6.12739
H -1.97273 -4.20076 2.50695
H -0.36375 -4.40232 3.18707
H -0.61409 -3.36238 1.76797
H 1.05945 -1.70842 4.81744
H 0.18170 -0.19541 4.61653
H 1.77066 -3.31503 2.41026
H 3.22030 -2.39389 2.92963
H 2.74678 -2.41352 1.22285
```

Charge: +2
Highest occupied orbital energy (alpha / beta) (eV): -14.141 / -14.114
Multiplicity: 3
ΔE to the lowest compared entry with this formula, charge and spin (kJ/mol): 44.2
Expectation value of S²: 2.08
Orbital gap (alpha / beta) (eV): 6.7 / 7.5
E (Ha): -6478.17981
Lowest unoccupied orbital energy (alpha / beta) (eV): -7.43 / -6.61



DFT (the ωB97M-V functional and the def2-TZVPD basis) results for a 2-piece molecular cluster, C2H9N2O overall at a distorted geometry.

XYZ file:
```
14
Properties=species:S:1:pos:R:3
N -2.00695 0.01725 -1.80168
H -2.89631 0.42917 -1.50860
H -1.16276 0.59189 -1.53665
H -2.07897 -0.05882 -2.79835
C 0.30075 0.67794 0.12900
O 0.34595 1.08249 -1.13480
C 1.28496 -0.43386 0.47674
N 0.83809 -0.94596 1.79465
H 0.48902 1.54712 0.86123
H -0.74134 0.40066 0.51720
H 1.11751 -1.26615 -0.17680
H 2.34428 -0.02065 0.49545
H 1.39784 -1.72445 2.09709
H 0.76793 -0.29661 2.58554
```

Charge: -1
Highest occupied orbital energy (eV): -2.501
ΔE to the lowest compared entry with this formula, charge and spin (kJ/mol): 56.3
Orbital gap (eV): 7.0
E (Ha): -266.32314
Lowest unoccupied orbital energy (eV): 4.54



Please write out number 4 again, unchanged.
DFT (the ωB97M-V functional and the def2-TZVPD basis) results for a 2-piece molecular cluster, C2H9N2O overall at a distorted geometry.

XYZ file:
```
14
Properties=species:S:1:pos:R:3
N -2.00695 0.01725 -1.80168
H -2.89631 0.42917 -1.50860
H -1.16276 0.59189 -1.53665
H -2.07897 -0.05882 -2.79835
C 0.30075 0.67794 0.12900
O 0.34595 1.08249 -1.13480
C 1.28496 -0.43386 0.47674
N 0.83809 -0.94596 1.79465
H 0.48902 1.54712 0.86123
H -0.74134 0.40066 0.51720
H 1.11751 -1.26615 -0.17680
H 2.34428 -0.02065 0.49545
H 1.39784 -1.72445 2.09709
H 0.76793 -0.29661 2.58554
```

Charge: -1
Highest occupied orbital energy (eV): -2.501
ΔE to the lowest compared entry with this formula, charge and spin (kJ/mol): 56.3
Orbital gap (eV): 7.0
E (Ha): -266.32314
Lowest unoccupied orbital energy (eV): 4.54



> Look up the E of the second one.

-647.84253 Ha



> Which of these has the highest E?

C2H9N2O